Below is a cluster of 2 separate species, C5H14NO in total at a distorted geometry, with properties calculated with the ωB97M-V functional and the def2-TZVPD basis.

The calculation puts the energy at -328.73137 a.u. Its spin multiplicity is 2. Its expectation value of S² is 0.75.

Each line ends with the natural charge from an NBO analysis.
Atoms and positions in Å:
C1 -0.602819 -0.518959 -1.246202  -0.333
C2 0.282831 0.684234 -0.889454  -0.469
C3 1.060222 0.502890 0.368523  -0.216
C4 2.190111 -0.186847 0.519446  -0.165
C5 3.157811 -0.003215 1.636896  -0.655
N1 -1.366315 -1.080565 -0.054997  -1.052
H1 -1.319434 -0.310964 -2.039723  0.214
H2 0.019922 -1.357035 -1.559671  0.207
H3 0.790386 1.044100 -1.792037  0.230
H4 -0.407942 1.518305 -0.756995  0.216
H5 0.691236 0.992744 1.268859  0.191
H6 2.466637 -0.585609 -0.454756  0.185
H7 2.727591 0.825405 2.218760  0.210
H8 3.186876 -0.815352 2.358597  0.223
H9 4.128736 0.436987 1.435456  0.231
H10 -1.255188 -0.649572 0.877955  0.395
H11 -2.343127 -0.801757 -0.307843  0.377
H12 -1.265179 -2.120910 0.058936  0.289
H13 -3.728018 1.539668 -0.582012  0.464
H14 -4.448545 0.200149 -0.872735  0.452
O1 -3.965792 0.686302 -0.187004  -0.993

Cartesian forces (eV/Å) of the 6 atoms listed first:
1.3365 -0.5118 0.3287
-1.7452 0.1590 -0.2635
0.5375 0.1242 1.1364
0.2677 1.0102 -2.1467
-1.2925 0.9068 1.4676
-1.1845 0.9485 -0.6671